No. 1
Entry from the OMol25 dataset: an isolated molecule of C3H11N3 (ωB97M-V/def2-TZVPD).

The calculation puts the HOMO-LUMO gap at 9.92 eV. The charge is 0. The calculation puts the LUMO energy at 1.1 eV. The strongest force on any atom is 2.86 eV Å⁻¹. The calculation puts the energy at -7759.2421 eV. As for the SMILES: C[C@@H](N)NCN. Its relative energy (zero: lowest compared OMol25 entry of this formula, charge and spin) is 81.2 kJ/mol.

```
17
C3H11N3 (ωB97M-V/def2-TZVPD)
N 1.490 1.457 0.672
N -2.768 -0.121 -0.305
N -0.409 0.416 -0.097
C 1.821 -0.799 -0.269
C -1.473 -0.558 0.154
C 0.925 0.140 0.529
H -1.520 -0.710 1.238
H -2.776 -0.019 -1.315
H 0.713 -0.269 1.525
H 2.782 -0.877 0.234
H -0.291 0.534 -1.099
H 1.373 -1.788 -0.344
H -3.002 0.776 0.104
H 1.996 -0.401 -1.269
H 1.885 1.781 -0.207
H 0.524 1.974 0.767
H -1.269 -1.534 -0.318
```

***

No. 2
Entry from the OMol25 dataset: an isolated molecule of C5H11N (ωB97M-V/def2-TZVPD).

The calculation puts the HOMO-LUMO gap at 10.11 eV. The charge is 0. The calculation puts the LUMO energy at 1.2 eV. The strongest force on any atom is 1.66 eV Å⁻¹. The calculation puts the energy at -6851.6556 eV. As for the SMILES: CC[C@H]1CN1C. Its relative energy (zero: lowest compared OMol25 entry of this formula, charge and spin) is 180.7 kJ/mol.

```
17
C5H11N (ωB97M-V/def2-TZVPD)
N -1.249 0.453 -0.695
C 1.280 -0.452 -0.586
C 2.496 -0.357 0.369
C -2.585 0.005 -0.228
C -0.113 -0.286 0.011
C -0.547 1.060 0.414
H -1.093 1.300 1.321
H -0.641 -1.181 0.258
H -3.209 -0.320 -1.066
H -2.582 -0.809 0.524
H 1.388 0.323 -1.350
H 1.331 -1.425 -1.085
H 2.616 0.635 0.822
H 3.416 -0.555 -0.200
H 2.468 -1.091 1.184
H -3.091 0.853 0.254
H 0.116 1.846 0.055
```

***

No. 3
Entry from the OMol25 dataset: a structure of composition C47H49N12O3RuSSe (ωB97M-V/def2-TZVPD).

The calculation puts the HOMO-LUMO gap (alpha / beta) at 7.72 / 7.20 eV. The charge is +2. The calculation puts the LUMO energy (alpha / beta) at -5.7 / -6.2 eV. The strongest force on any atom is 0.89 eV Å⁻¹. Its multiplicity is 2. The calculation puts the energy at -152310.2198 eV. Its relative energy (zero: lowest compared OMol25 entry of this formula, charge and spin) is 29.9 kJ/mol.

```
114
C47H49N12O3RuSSe (ωB97M-V/def2-TZVPD)
Ru -1.063 -0.710 -0.199
Se 1.192 -1.160 -1.080
S -3.174 -2.462 -0.134
O -0.260 4.699 -1.077
O -3.992 -2.354 -1.300
O -1.734 -2.828 -0.299
N 1.243 3.507 -2.151
N 2.915 -1.185 1.228
N -0.757 0.402 3.903
N -1.902 0.087 -4.211
N 1.659 3.664 -0.836
N 0.383 0.884 3.363
N 3.498 0.336 -0.240
N -0.512 -0.339 1.811
N -2.899 -1.033 0.616
N -2.376 1.024 0.020
N -1.332 -1.118 -4.416
N -1.591 -0.733 -2.235
C -5.072 -5.222 2.869
C -0.066 4.250 3.905
C -2.622 2.298 -0.319
C -0.534 5.330 3.165
C 3.633 1.117 -1.484
C 1.088 3.447 1.975
C 4.396 0.431 0.821
C 6.126 1.157 2.249
C 1.115 1.996 3.993
C -0.890 3.986 -3.311
C -2.937 4.630 -4.380
C -2.136 1.031 -5.315
C -3.005 3.385 -4.998
C 0.555 4.476 1.210
C -4.983 1.885 -0.227
C 2.616 -0.633 0.040
C 3.298 -4.134 0.297
C -2.072 0.300 -2.914
C -5.725 -6.118 3.879
C 0.112 4.111 -2.249
C -1.167 -1.593 -3.209
C 2.295 -2.364 1.844
C -3.417 0.202 0.242
C 4.825 -0.734 -2.812
C 5.759 0.175 3.185
C -5.757 -4.853 1.710
C 0.520 0.434 2.123
C -3.914 2.763 -0.434
C -0.916 2.779 -3.999
C -3.777 -4.738 3.070
C 4.029 -0.534 1.749
C -2.001 2.447 -4.801
C 4.869 0.693 -2.271
C 3.188 -3.595 1.721
C -3.179 -3.903 2.149
C 3.814 -0.924 -3.940
C 2.014 -4.793 -0.197
C 0.747 4.344 -0.236
C -0.261 5.431 1.808
C -1.903 4.922 -3.506
C 0.740 3.290 3.305
C -3.891 -3.546 1.007
C -4.746 0.567 0.116
C -5.179 -4.016 0.774
C -1.268 -0.337 2.952
C 4.704 -0.685 2.958
C 5.453 1.308 1.054
H 0.829 1.988 5.042
H -5.702 -3.741 -0.131
H 2.182 1.787 3.914
H 1.683 -5.562 0.504
H 6.320 0.092 4.105
H -0.736 -2.559 -3.005
H 4.178 -3.357 2.116
H -0.123 2.063 -3.816
H -2.504 1.194 -2.506
H 1.200 -4.076 -0.320
H -1.398 0.783 -6.076
H 5.819 -0.988 -3.183
H 4.423 -1.437 3.682
H 2.773 -4.368 2.373
H 2.784 -0.830 -3.595
H -4.086 3.800 -0.684
H -5.999 2.242 -0.336
H -5.010 -6.480 4.615
H -0.681 6.238 1.223
H -6.513 -5.579 4.408
H -6.754 -5.236 1.537
H 2.171 -5.275 -1.162
H -6.189 -6.977 3.393
H 4.971 1.393 -3.104
H -1.766 2.938 -0.483
H 4.110 -4.863 0.268
H -2.196 -0.871 3.052
H 5.729 2.074 0.344
H -5.536 -0.154 0.268
H 1.318 0.713 1.462
H 1.336 -2.519 1.353
H 3.600 -3.329 -0.384
H 1.742 2.741 1.480
H 5.755 0.830 -1.647
H 6.956 1.812 2.474
H 4.629 -1.440 -1.995
H -3.717 5.358 -4.553
H -3.128 0.858 -5.731
H 3.917 -1.909 -4.394
H -2.166 -3.549 2.295
H -1.151 6.079 3.643
H 3.974 -0.181 -4.724
H -1.885 5.864 -2.974
H -3.857 3.143 -5.622
H -0.350 4.147 4.945
H 2.104 -2.113 2.889
H 2.719 0.987 -2.058
H -3.232 -5.034 3.958
H 3.681 2.163 -1.188
```

***

No. 4
Entry from the OMol25 dataset: an isolated molecule of C16H20N4O3S2 (ωB97M-V/def2-TZVPD).

The calculation puts the HOMO-LUMO gap at 7.67 eV. The charge is 0. The calculation puts the LUMO energy at 0.6 eV. The strongest force on any atom is 1.11 eV Å⁻¹. The calculation puts the energy at -50691.0323 eV. As for the SMILES: CCOC(=O)CSc1nc(N)c(C(=O)Nc2ccc(N(C)C)cc2)s1. Its relative energy (zero: lowest compared OMol25 entry of this formula, charge and spin) is 3.0 kJ/mol.

```
45
C16H20N4O3S2 (ωB97M-V/def2-TZVPD)
S -4.477 -0.597 0.219
S -1.466 -0.575 0.088
O -7.984 1.115 0.115
O 1.221 2.354 -0.008
O -7.128 -0.941 0.413
N 7.088 -0.639 0.195
N -1.326 3.294 -0.136
N 1.536 0.081 0.036
N -2.905 1.567 0.065
C 0.775 1.208 0.004
C -0.657 0.976 -0.001
C 7.975 0.487 0.029
C -8.938 -1.841 -0.945
C -8.432 -1.530 0.455
C 3.470 -1.329 0.082
C -2.986 0.280 0.120
C 4.834 -1.526 0.107
C 2.928 -0.047 0.064
C -7.048 0.369 0.224
C -5.607 0.828 0.181
C 5.724 -0.444 0.122
C 5.164 0.840 0.097
C 3.799 1.037 0.071
C 7.627 -1.952 -0.067
C -1.613 1.986 -0.010
H -2.036 3.968 0.087
H -9.064 -0.919 -1.509
H 1.035 -0.798 0.042
H 9.004 0.154 0.150
H 7.876 0.957 -0.957
H -8.230 -2.481 -1.466
H 3.401 2.038 0.051
H 2.811 -2.187 0.072
H -0.340 3.519 -0.052
H 7.776 1.237 0.796
H -5.394 1.466 1.039
H -8.310 -2.441 1.044
H 5.199 -2.540 0.118
H -5.421 1.403 -0.727
H -9.897 -2.347 -0.881
H 7.297 -2.658 0.698
H 7.326 -2.336 -1.050
H 8.713 -1.910 -0.034
H 5.794 1.713 0.095
H -9.113 -0.840 0.964
```

***

The highest relative energy (zero: lowest compared OMol25 entry of this formula, charge and spin) belongs to which entry? C5H11N